(1)
A single CH5N3O2S molecule in a non-equilibrium geometry, computed with ωB97M-V/def2-TZVPD.

Each line ends with the Mulliken charge.
CARTESIAN COORDINATES (ANGSTROEM)
C1 -0.97202 0.25577 -0.31504  -0.317
N1 -0.66570 1.30637 0.61387  -0.421
N2 0.40230 -0.22608 -0.62864  0.040
N3 0.69408 -1.55034 -0.76055  -0.529
O1 1.98387 1.40060 0.86354  -0.570
O2 0.75434 -0.40592 2.02517  -0.529
S1 0.83510 0.48277 0.89566  0.892
H1 -1.64666 -0.62970 0.19770  0.310
H2 -1.41468 0.67745 -1.23889  0.270
H3 -0.58794 2.28302 0.21701  0.340
H4 0.49277 -1.59931 -1.73734  0.268
H5 0.12454 -1.99460 -0.13249  0.246

Properties
orbital gap: 0.40068 hartree
LUMO: 0.6 eV
energy relative to the best compared isomer or geometry (same formula, charge and spin): 282.95 kJ/mol
2S+1: 1
HOMO: -10.3 eV

(2)
C21H28FIrN4O3SSi2 as an isolated structure in a non-equilibrium geometry, computed with ωB97M-V/def2-TZVPD.

Each line ends with the Mulliken charge.
CARTESIAN COORDINATES (ANGSTROEM)
Ir1 0.58967 1.79091 -0.82922  2.396
C1 3.41502 3.62828 -0.67746  -1.209
Si1 3.09121 2.71611 0.92916  0.099
C2 4.75114 2.21691 1.64661  -1.089
C3 2.18349 3.84432 2.10884  -1.007
C4 2.04930 1.16617 0.57125  0.563
C5 2.76124 0.25074 -0.36423  -0.639
C6 3.79349 -0.64285 -0.08405  -0.416
C7 4.33280 -1.38446 -1.11895  -0.545
C8 3.84524 -1.23384 -2.41283  -0.607
C9 2.81451 -0.33964 -2.62407  -0.651
N1 2.29224 0.37116 -1.62333  -0.562
Si2 1.19197 0.32988 2.04541  0.068
C10 -0.25726 1.36348 2.63071  -0.875
C11 2.37793 0.08095 3.47827  -1.125
C12 0.56527 -1.34768 1.49106  -0.824
H1 4.13855 4.42967 -0.50433  0.421
H2 2.50864 4.08625 -1.08223  0.327
H3 3.83412 2.96892 -1.44153  0.355
H4 5.33261 3.11223 1.88099  0.426
H5 5.33101 1.63335 0.92833  0.328
H6 4.65459 1.63566 2.56427  0.307
H7 2.74278 4.77713 2.21488  0.424
H8 2.07849 3.41319 3.10548  0.283
H9 1.18892 4.09705 1.73492  0.325
H10 4.16185 -0.73459 0.92844  0.453
H11 5.14009 -2.07903 -0.92435  0.471
H12 4.25594 -1.79623 -3.23887  0.458
H13 2.39017 -0.17480 -3.60684  0.499
H14 0.05801 2.22848 3.21361  0.324
H15 -0.90170 0.74948 3.26515  0.400
H16 -0.87286 1.73243 1.80538  0.164
H17 2.74383 1.03121 3.87071  0.308
H18 3.24113 -0.52693 3.19900  0.317
H19 1.86656 -0.43654 4.29416  0.415
H20 -0.20841 -1.25701 0.72643  0.134
H21 0.12361 -1.87380 2.34095  0.484
H22 1.36394 -1.97946 1.09588  0.334
O1 -8.91144 -2.07783 -1.13810  -0.683
S1 -7.90777 -2.26378 -0.10923  1.220
O2 -7.53075 -1.04387 0.57535  -0.681
O3 -8.15307 -3.38579 0.77487  -0.684
C13 -6.43342 -2.76255 -1.03419  0.014
N2 -6.51055 -3.91720 -1.69294  -0.458
C14 -5.43084 -4.27568 -2.36650  -0.389
C15 -4.27099 -3.51014 -2.39205  -0.570
C16 -4.30272 -2.32909 -1.67002  0.413
N3 -5.38975 -1.95705 -0.99636  -0.320
C17 -3.16028 -1.38947 -1.57037  1.158
C18 -3.34479 -0.16488 -0.92803  -0.724
C19 -2.28187 0.69985 -0.80633  -0.483
N4 -1.05775 0.40643 -1.27362  -0.216
C20 -0.87653 -0.75980 -1.90785  -0.327
C21 -1.89321 -1.67326 -2.07666  -0.670
H23 -5.48714 -5.21263 -2.91009  0.411
H24 -3.40960 -3.83446 -2.95717  0.336
H25 -4.31750 0.08459 -0.52674  0.679
H26 -2.39130 1.66293 -0.32372  0.463
H27 0.12236 -0.96031 -2.26995  0.279
H28 -1.67740 -2.60083 -2.58690  0.303
F1 -0.35281 3.41770 -1.35096  -0.607

Properties
orbital gap (alpha / beta): 0.21337 / 0.11466 hartree
LUMO (alpha / beta): -1.2 / -3.9 eV
energy relative to the best compared isomer or geometry (same formula, charge and spin): 0.00 kJ/mol
2S+1: 5
HOMO (alpha / beta): -7.0 / -7.0 eV

(3)
A 3-piece molecular cluster, C27H52O4Si overall in a non-equilibrium geometry, computed with ωB97M-V/def2-TZVPD.

Each line ends with the Mulliken charge.
CARTESIAN COORDINATES (ANGSTROEM)
C1 4.33496 -4.11505 -0.36602  -0.857
C2 4.96402 -2.72596 -0.83968  -0.250
O1 4.00761 -1.88635 -1.49373  -0.315
C3 3.96613 -0.55607 -0.96082  -0.103
C4 3.79865 0.42257 -2.18602  -0.525
O2 3.42892 1.76001 -1.79237  -0.378
C5 1.97945 1.82768 -1.67877  -0.279
C6 1.68643 2.95032 -0.61894  -0.407
O3 0.30907 3.11230 -0.27680  -0.159
C7 -0.31021 1.87509 0.12180  -0.488
Si1 -1.95292 2.31619 0.99432  0.360
C8 -3.47356 1.36873 0.34628  -0.829
C9 -3.30764 -0.19248 0.36559  0.469
O4 -2.40853 -0.75438 0.95538  -0.558
C10 -4.41076 -1.00984 -0.39978  0.563
C11 -4.16980 -2.30788 -1.02128  -0.472
C12 -5.29506 -2.93003 -1.73658  -0.374
C13 -6.61371 -2.30645 -1.85548  -0.383
C14 -6.85381 -1.01637 -1.20873  -0.549
C15 -5.73657 -0.39817 -0.49369  -0.204
H1 4.87228 -4.99204 -0.82684  0.321
H2 4.44868 -4.25062 0.74560  0.306
H3 3.24244 -4.17331 -0.60726  0.158
H4 5.75353 -3.00014 -1.59769  0.205
H5 5.44480 -2.27735 0.06483  0.294
H6 3.02775 -0.48463 -0.32796  0.109
H7 4.85874 -0.26328 -0.35454  0.260
H8 4.80863 0.51801 -2.68054  0.319
H9 3.01862 0.07321 -2.92241  0.294
H10 1.64313 0.80387 -1.37913  0.429
H11 1.56426 2.11469 -2.68585  0.117
H12 2.36569 2.84551 0.28103  0.252
H13 2.00314 3.92250 -1.10077  0.153
H14 0.31439 1.27234 0.83699  0.284
H15 -0.56262 1.28955 -0.80300  0.276
H16 -1.89490 2.23145 2.46816  -0.192
H17 -2.20797 3.74922 0.70742  -0.204
H18 -4.37660 1.64423 0.95104  0.389
H19 -3.64821 1.67841 -0.72301  0.389
H20 -3.17378 -2.79835 -0.97979  0.438
H21 -5.17606 -3.92665 -2.22958  0.317
H22 -7.46378 -2.75444 -2.42134  0.329
H23 -7.82588 -0.47413 -1.26464  0.350
H24 -5.94804 0.58693 -0.01032  0.123
C16 0.65449 -9.60542 -0.51904  -1.226
C17 0.57532 -8.12287 -0.86322  -0.507
C18 1.61484 -7.27608 -0.12857  -0.246
C19 1.49068 -7.27102 1.39653  -0.726
C20 0.14095 -6.79723 1.93614  -0.378
C21 -0.17833 -5.35203 1.57295  -1.125
H25 0.45429 -9.78608 0.53903  0.289
H26 -0.08516 -10.16677 -1.09437  0.378
H27 1.64219 -10.00795 -0.75680  0.292
H28 -0.43359 -7.75156 -0.66124  0.270
H29 0.73443 -8.00761 -1.93981  0.378
H30 1.55981 -6.24884 -0.50306  0.051
H31 2.61572 -7.63623 -0.39167  0.377
H32 2.28051 -6.63033 1.80531  0.339
H33 1.69241 -8.27502 1.78384  0.322
H34 0.15474 -6.88654 3.02720  0.344
H35 -0.66298 -7.45214 1.58632  0.260
H36 0.58950 -4.67518 1.95551  0.290
H37 -1.13543 -5.05511 2.00771  0.375
H38 -0.25131 -5.21372 0.49209  0.249
C22 -0.63333 6.41433 -0.82654  -0.886
C23 0.55473 7.10303 -0.16627  -0.461
C24 0.50776 7.05236 1.36084  -0.569
C25 -0.68803 7.76324 1.99849  -0.687
C26 -0.82650 9.24462 1.64664  -0.386
C27 0.35043 10.08834 2.12048  -1.202
H39 -1.57740 6.89874 -0.56666  0.352
H40 -0.53309 6.45004 -1.91420  0.371
H41 -0.68900 5.36596 -0.52714  -0.024
H42 0.62087 8.13832 -0.51417  0.345
H43 1.47260 6.60864 -0.50015  0.318
H44 1.43765 7.47472 1.75572  0.343
H45 0.49672 6.00440 1.68063  0.273
H46 -0.60886 7.66356 3.08712  0.389
H47 -1.61222 7.24698 1.71924  0.273
H48 -1.73919 9.62695 2.11536  0.384
H49 -0.96097 9.37131 0.56808  0.230
H50 0.47250 10.01342 3.20380  0.290
H51 0.18656 11.13957 1.87202  0.379
H52 1.28478 9.78037 1.64678  0.286

Properties
orbital gap: 0.35385 hartree
LUMO: 0.1 eV
energy relative to the best compared isomer or geometry (same formula, charge and spin): 0.00 kJ/mol
2S+1: 1
HOMO: -9.5 eV